one | {"formula": "C35H54F6N5O2Si2TeZr", "method": "ωB97M-V/def2-TZVPD", "homo_ev": -4.73, "orbital_gap_ev": 6.887, "total_charge": -1, "species": ["Zr", "C", "N", "C", "C", "C", "C", "C", "C", "C", "N", "C", "C", "C", "C", "C", "C", "N", "C", "C", "H", "H", "H", "H", "H", "H", "H", "H", "H", "H", "H", "H", "H", "H", "H", "H", "H", "H", "H", "H", "C", "Si", "C", "C", "N", "C", "C", "C", "C", "C", "C", "N", "Si", "C", "C", "C", "H", "H", "H", "H", "H", "H", "H", "H", "H", "H", "H", "H", "H", "H", "H", "H", "H", "H", "H", "H", "H", "H", "C", "C", "O", "C", "F", "F", "F", "C", "F", "F", "F", "H", "H", "H", "C", "O", "H", "H", "H", "C", "Te", "C", "H", "H", "H", "H", "H", "H"], "coordinates": [[-0.36, 0.13, -0.07], [3.71, 2.41, 1.72], [3.11, 1.87, 0.53], [3.87, 0.76, -0.01], [2.62, 2.81, -0.39], [3.09, 4.11, -0.48], [2.56, 5.01, -1.38], [1.49, 4.64, -2.18], [1.01, 3.35, -2.10], [1.58, 2.41, -1.25], [1.17, 1.06, -1.33], [1.56, 0.45, -2.49], [2.52, 0.97, -3.39], [2.85, 0.30, -4.55], [2.25, -0.90, -4.88], [1.34, -1.46, -3.99], [1.00, -0.81, -2.82], [0.12, -1.37, -1.83], [-1.04, -2.07, -2.39], [0.92, -2.29, -1.03], [4.74, 2.78, 1.55], [3.76, 1.61, 2.47], [3.09, 3.22, 2.11], [4.94, 1.00, -0.06], [3.53, 0.52, -1.02], [3.74, -0.12, 0.61], [3.91, 4.44, 0.15], [2.99, 6.01, -1.45], [1.04, 5.35, -2.86], [0.17, 3.05, -2.71], [3.01, 1.90, -3.17], [3.59, 0.73, -5.21], [2.49, -1.41, -5.80], [0.89, -2.41, -4.24], [-0.80, -3.12, -2.61], [-1.85, -2.01, -1.66], [-1.35, -1.57, -3.30], [1.29, -3.14, -1.63], [0.29, -2.66, -0.23], [1.78, -1.75, -0.62], [-1.84, 4.07, 3.14], [-0.66, 2.99, 2.05], [0.27, 4.44, 1.20], [0.42, 2.01, 3.30], [-1.22, 1.81, 0.95], [-2.57, 1.62, 0.69], [-3.57, 1.88, 1.62], [-4.92, 1.71, 1.33], [-5.29, 1.21, 0.10], [-4.30, 0.89, -0.83], [-2.95, 1.06, -0.58], [-1.93, 0.75, -1.50], [-2.29, 1.17, -3.12], [-2.92, 2.98, -3.32], [-3.72, 0.18, -4.03], [-0.94, 0.99, -4.47], [-1.29, 4.92, 3.54], [-2.28, 3.54, 3.98], [-2.65, 4.47, 2.54], [1.26, 4.58, 1.61], [-0.26, 5.38, 1.32], [0.37, 4.26, 0.14], [-0.19, 1.48, 4.02], [1.12, 2.62, 3.86], [0.98, 1.28, 2.72], [-3.29, 2.22, 2.60], [-5.66, 1.95, 2.08], [-6.33, 1.06, -0.15], [-4.60, 0.50, -1.79], [-3.69, 3.19, -2.59], [-3.34, 3.14, -4.31], [-2.14, 3.73, -3.19], [-3.97, -0.77, -3.56], [-3.44, -0.04, -5.06], [-4.63, 0.76, -4.08], [-1.31, 1.49, -5.36], [-0.76, -0.04, -4.74], [0.01, 1.44, -4.22], [0.45, -2.11, 3.47], [1.55, -1.66, 2.49], [1.19, -0.80, 1.53], [2.16, -2.98, 1.91], [1.22, -3.79, 1.39], [2.80, -3.75, 2.82], [3.06, -2.76, 0.94], [2.73, -1.13, 3.41], [3.91, -1.07, 2.78], [2.50, 0.09, 3.91], [2.94, -1.91, 4.49], [-0.38, -2.52, 2.89], [0.82, -2.88, 4.15], [0.10, -1.25, 4.04], [-2.20, -1.06, 1.85], [-1.48, -1.39, 0.70], [-1.64, -0.34, 2.48], [-2.41, -1.96, 2.45], [-3.17, -0.61, 1.60], [-2.73, -6.02, 0.40], [-1.95, -3.96, 0.58], [-3.86, -3.20, -0.09], [-3.02, -6.24, -0.62], [-3.57, -6.21, 1.05], [-1.93, -6.70, 0.67], [-4.63, -3.41, 0.65], [-4.14, -3.65, -1.03], [-3.76, -2.13, -0.21]]}

two | {"formula": "C35H54F6N5O2Si2TeZr", "method": "ωB97M-V/def2-TZVPD", "homo_ev": -4.14, "orbital_gap_ev": 6.365, "total_charge": -1, "species": ["Zr", "C", "N", "C", "C", "C", "C", "C", "C", "C", "N", "C", "C", "C", "C", "C", "C", "N", "C", "C", "H", "H", "H", "H", "H", "H", "H", "H", "H", "H", "H", "H", "H", "H", "H", "H", "H", "H", "H", "H", "C", "Si", "C", "C", "N", "C", "C", "C", "C", "C", "C", "N", "Si", "C", "C", "C", "H", "H", "H", "H", "H", "H", "H", "H", "H", "H", "H", "H", "H", "H", "H", "H", "H", "H", "H", "H", "H", "H", "C", "C", "O", "C", "F", "F", "F", "C", "F", "F", "F", "H", "H", "H", "C", "O", "H", "H", "H", "C", "Te", "C", "H", "H", "H", "H", "H", "H"], "coordinates": [[-0.12, -0.49, -0.42], [3.45, 1.68, 1.83], [2.13, 1.31, 2.29], [2.15, 1.19, 3.75], [1.08, 2.18, 1.86], [1.29, 3.55, 1.72], [0.25, 4.41, 1.42], [-1.04, 3.91, 1.30], [-1.25, 2.54, 1.41], [-0.20, 1.65, 1.63], [-0.46, 0.23, 1.61], [-0.94, -0.31, 2.79], [-1.13, 0.44, 3.96], [-1.46, -0.15, 5.17], [-1.63, -1.52, 5.25], [-1.54, -2.27, 4.09], [-1.21, -1.69, 2.87], [-1.32, -2.43, 1.63], [-1.03, -3.85, 1.75], [-2.72, -2.25, 1.20], [3.42, 1.93, 0.78], [4.12, 0.83, 1.97], [3.88, 2.54, 2.38], [2.25, 2.18, 4.24], [1.24, 0.71, 4.12], [3.01, 0.58, 4.04], [2.28, 3.95, 1.87], [0.44, 5.47, 1.30], [-1.87, 4.58, 1.11], [-2.24, 2.13, 1.31], [-1.01, 1.52, 3.91], [-1.57, 0.47, 6.05], [-1.86, -2.00, 6.20], [-1.75, -3.34, 4.13], [-1.83, -4.40, 2.25], [-0.91, -4.27, 0.75], [-0.10, -3.99, 2.30], [-3.41, -2.60, 1.97], [-2.91, -1.20, 1.01], [-2.90, -2.81, 0.28], [-3.65, 1.42, -3.25], [-3.17, 1.23, -1.42], [-3.96, 2.75, -0.58], [-4.32, -0.10, -0.74], [-1.46, 1.08, -1.19], [-0.68, 2.15, -1.68], [-1.25, 3.30, -2.26], [-0.53, 4.39, -2.71], [0.84, 4.37, -2.57], [1.44, 3.24, -2.02], [0.74, 2.10, -1.59], [1.42, 0.94, -1.11], [3.03, 0.71, -1.74], [4.34, 2.13, -1.72], [2.97, 0.42, -3.61], [4.12, -0.60, -0.93], [-3.86, 2.46, -3.50], [-4.55, 0.85, -3.49], [-2.85, 1.09, -3.92], [-4.77, 3.14, -1.21], [-3.25, 3.56, -0.42], [-4.39, 2.48, 0.39], [-5.29, 0.07, -1.21], [-4.45, 0.00, 0.34], [-4.00, -1.12, -0.95], [-2.33, 3.34, -2.36], [-1.04, 5.23, -3.15], [1.46, 5.20, -2.90], [2.50, 3.26, -1.92], [4.31, 2.71, -2.66], [5.33, 1.68, -1.65], [4.25, 2.85, -0.90], [2.63, 1.33, -4.10], [2.30, -0.39, -3.91], [3.98, 0.19, -3.98], [4.89, -0.11, -0.33], [4.63, -1.17, -1.72], [3.60, -1.29, -0.28], [-3.14, -2.06, -3.27], [-1.77, -2.23, -2.60], [-1.65, -1.62, -1.39], [-1.60, -3.78, -2.43], [-2.71, -4.29, -1.86], [-1.44, -4.43, -3.60], [-0.58, -4.11, -1.64], [-0.68, -1.65, -3.59], [0.20, -2.55, -4.05], [-1.21, -1.06, -4.68], [0.03, -0.68, -2.96], [-3.91, -2.51, -2.64], [-3.15, -2.55, -4.24], [-3.36, -1.01, -3.39], [1.98, -2.65, -1.64], [1.15, -1.98, -0.72], [1.50, -3.54, -2.03], [2.91, -2.98, -1.15], [2.26, -2.02, -2.48], [2.66, -2.21, 3.95], [2.00, -1.90, 1.90], [2.60, -3.92, 1.43], [2.56, -3.26, 4.19], [2.01, -1.63, 4.62], [3.70, -1.90, 4.10], [2.45, -4.54, 2.31], [3.64, -3.96, 1.13], [1.97, -4.28, 0.62]]}

Name the least stable of them. one.

one | {"formula": "C3H5NO", "method": "ωB97M-V/def2-TZVPD", "homo_ev": -8.19, "orbital_gap_ev": 8.481, "total_charge": 0, "species": ["C", "C", "O", "H", "H", "C", "N", "H", "H", "H"], "coordinates": [[-1.34, -0.28, -0.51], [-0.26, -0.53, -1.30], [0.32, -0.90, -2.24], [-1.85, 0.68, -0.63], [-1.87, -1.13, -0.07], [1.28, 0.19, 0.73], [0.18, 0.34, 1.42], [1.78, 1.04, 0.26], [1.87, -0.73, 0.85], [-0.10, 1.33, 1.49]]}

two | {"formula": "C3H5NO", "method": "ωB97M-V/def2-TZVPD", "homo_ev": [-8.33, -8.42], "orbital_gap_ev": [7.662, 7.757], "total_charge": 0, "species": ["C", "C", "C", "N", "O", "H", "H", "H", "H", "H"], "coordinates": [[-1.97, -0.85, -0.03], [0.36, -0.09, 0.00], [1.34, 1.04, -0.03], [-0.81, -0.42, 0.20], [1.40, -1.83, -0.04], [-2.48, -1.36, 0.84], [-2.40, -0.68, -1.01], [1.85, 1.15, 1.00], [1.94, 0.93, -0.80], [0.77, 2.11, -0.13]]}

three | {"formula": "C3H5NO", "method": "ωB97M-V/def2-TZVPD", "homo_ev": -8.15, "orbital_gap_ev": 8.675, "total_charge": 0, "species": ["O", "C", "C", "C", "N", "H", "H", "H", "H", "H"], "coordinates": [[1.01, -0.11, 0.93], [1.55, -0.99, 0.14], [0.17, 0.29, -0.34], [-1.22, -0.16, -0.26], [-0.82, 1.22, 0.09], [2.63, -1.08, 0.35], [0.68, 0.55, -1.28], [-1.85, -0.24, -1.14], [-1.42, -0.87, 0.53], [-0.75, 1.34, 1.09]]}

four | {"formula": "C3H5NO", "method": "ωB97M-V/def2-TZVPD", "homo_ev": -8.78, "orbital_gap_ev": 8.723, "total_charge": 0, "species": ["O", "C", "C", "N", "C", "H", "H", "H", "H", "H"], "coordinates": [[-1.85, -0.70, 1.02], [-0.82, -0.19, 0.70], [0.68, -0.63, 0.84], [0.86, 0.63, 0.10], [-0.36, 1.12, -0.03], [1.09, -0.61, 1.86], [0.98, -1.54, 0.32], [1.73, 1.05, -0.22], [-1.12, 0.73, -2.07], [-1.19, 0.14, -2.51]]}

Name the least stable of them. two.

one | {"formula": "C2H8N2O", "method": "ωB97M-V/def2-TZVPD", "homo_ev": -8.83, "orbital_gap_ev": 9.356, "total_charge": 0, "species": ["C", "O", "H", "H", "N", "C", "N", "H", "H", "H", "H", "H", "H"], "coordinates": [[3.55, 0.69, 0.10], [2.74, 1.50, 0.60], [4.59, 0.96, 0.03], [3.30, -0.35, -0.28], [-1.19, 0.39, -0.14], [-1.72, -1.04, 0.06], [-3.04, -1.36, -0.37], [-1.62, 1.18, -0.60], [-0.30, 0.26, -0.55], [-1.58, -1.25, 1.14], [-1.03, -1.71, -0.49], [-3.09, -1.66, -1.32], [-3.57, -0.56, -0.13]]}

two | {"formula": "C2H8N2O", "method": "ωB97M-V/def2-TZVPD", "homo_ev": -9.46, "orbital_gap_ev": 9.947, "total_charge": 0, "species": ["H", "N", "C", "C", "O", "H", "H", "H", "H", "N", "H", "H", "H"], "coordinates": [[-0.96, -0.99, -1.81], [-0.17, -0.40, -1.54], [-0.58, 0.36, -0.58], [0.22, 1.47, 0.00], [-1.81, 0.18, -0.10], [-0.13, 2.42, -0.40], [0.13, 1.47, 1.09], [1.28, 1.35, -0.26], [-2.02, 0.79, 0.62], [1.09, -1.92, 0.83], [0.58, -1.90, -0.10], [1.91, -1.32, 0.72], [0.47, -1.51, 1.53]]}

three | {"formula": "C2H8N2O", "method": "ωB97M-V/def2-TZVPD", "homo_ev": -9.44, "orbital_gap_ev": 10.518, "total_charge": 0, "species": ["C", "C", "N", "O", "N", "H", "H", "H", "H", "H", "H", "H", "H"], "coordinates": [[-1.15, 1.25, 0.73], [0.16, 0.64, 0.47], [0.00, -0.21, -0.85], [1.30, -0.81, -1.00], [1.37, -2.20, -0.53], [-1.10, 1.90, 1.51], [-1.57, 1.79, -0.14], [-1.81, 0.47, 0.88], [0.89, 1.50, 0.23], [0.56, -0.05, 1.16], [-0.19, 0.49, -1.67], [0.64, -2.56, -1.15], [0.91, -2.21, 0.35]]}

Name the least stable of them. three.

one | {"formula": "C2H8NOS2", "method": "ωB97M-V/def2-TZVPD", "homo_ev": [-13.00, -12.97], "orbital_gap_ev": [8.301, 8.079], "total_charge": 1, "species": ["C", "C", "N", "O", "S", "S", "H", "H", "H", "H", "H", "H", "H", "H"], "coordinates": [[0.51, -0.35, 0.22], [-0.74, 0.12, -0.52], [1.60, 0.72, 0.02], [0.44, -0.91, 1.43], [-1.18, 1.76, 0.14], [-2.17, -1.07, -0.09], [0.51, -2.11, -1.41], [-0.47, 0.06, -1.51], [1.47, 1.49, 0.58], [2.50, 0.34, 0.32], [1.63, 1.15, -0.89], [0.29, -1.84, 1.46], [-1.43, 1.38, 1.41], [-2.97, -0.76, -1.16]]}

two | {"formula": "C2H8NOS2", "method": "ωB97M-V/def2-TZVPD", "homo_ev": -12.48, "orbital_gap_ev": 8.933, "total_charge": 1, "species": ["C", "C", "N", "O", "S", "S", "H", "H", "H", "H", "H", "H", "H", "H"], "coordinates": [[0.01, 0.90, 0.06], [0.72, -1.18, -0.67], [-1.37, 0.56, 0.07], [0.57, 1.19, 1.24], [-0.80, -2.00, -0.81], [1.94, -1.62, 0.52], [0.54, 1.50, -0.78], [1.16, -0.96, -1.56], [-1.57, 0.64, 1.07], [-2.03, 1.06, -0.54], [-1.48, -0.52, -0.07], [1.46, 0.85, 1.37], [-0.91, -2.34, 0.47], [2.91, -0.80, 0.03]]}

Name the least stable of them. one.

one | {"formula": "C6H7ClO", "method": "ωB97M-V/def2-TZVPD", "homo_ev": -9.32, "orbital_gap_ev": 9.827, "total_charge": 0, "species": ["C", "C", "C", "C", "C", "C", "H", "H", "H", "H", "H", "H", "H", "O", "Cl"], "coordinates": [[0.16, -1.73, 0.55], [0.24, -0.58, -0.33], [1.14, 0.45, 0.19], [0.56, 1.61, 0.19], [-0.87, 1.54, -0.31], [-1.20, 0.07, -0.60], [-1.02, -2.04, 0.64], [0.81, -1.45, 1.80], [0.77, -2.84, -0.19], [0.47, -1.07, -1.38], [0.90, 2.66, 0.23], [-1.32, 2.25, -0.98], [-1.27, 1.59, 0.76], [-2.20, -0.40, -0.95], [2.84, -0.05, 0.37]]}

two | {"formula": "C6H7ClO", "method": "ωB97M-V/def2-TZVPD", "homo_ev": -8.70, "orbital_gap_ev": 9.076, "total_charge": 0, "species": ["O", "C", "Cl", "C", "C", "C", "C", "C", "H", "H", "H", "H", "H", "H", "H"], "coordinates": [[0.28, 0.99, -2.11], [-0.52, 0.30, -1.20], [-2.02, -0.35, -2.17], [-1.08, 1.15, -0.25], [-0.78, 1.04, 1.04], [0.25, 0.19, 1.51], [0.71, -0.76, 0.65], [0.17, -0.97, -0.67], [0.55, 0.59, -2.88], [-1.71, 1.92, -0.57], [-1.22, 1.68, 1.70], [0.63, 0.22, 2.46], [1.57, -1.32, 1.07], [0.96, -1.27, -1.38], [-0.44, -1.85, -0.51]]}

three | {"formula": "C6H7ClO", "method": "ωB97M-V/def2-TZVPD", "homo_ev": [-8.93, -6.52], "orbital_gap_ev": [9.775, 6.163], "total_charge": 0, "species": ["C", "C", "C", "C", "C", "C", "O", "Cl", "H", "H", "H", "H", "H", "H", "H"], "coordinates": [[-0.91, 1.54, 0.42], [-0.45, 1.44, 1.63], [0.82, 0.27, -0.76], [0.98, -1.21, -0.22], [-0.63, 0.56, -0.76], [-0.40, -1.47, 0.19], [-1.31, -0.62, -0.26], [-0.99, -2.64, 1.28], [-1.57, 2.34, 0.14], [0.04, 0.75, 2.22], [1.29, 0.93, -0.03], [1.24, 0.26, -1.81], [1.36, -1.91, -0.83], [1.73, -1.02, 0.49], [-1.19, 0.78, -1.71]]}

Name the least stable of them. three.

one | {"formula": "C3H10N5", "method": "ωB97M-V/def2-TZVPD", "homo_ev": -14.26, "orbital_gap_ev": 10.093, "total_charge": 1, "species": ["C", "C", "C", "N", "N", "N", "N", "N", "H", "H", "H", "H", "H", "H", "H", "H", "H", "H"], "coordinates": [[2.08, -0.73, 2.41], [0.87, 2.00, -0.64], [-0.41, -0.17, -0.48], [-3.31, -1.49, -1.56], [1.37, -1.23, 1.51], [-2.64, -0.46, -1.33], [-1.56, -0.84, -0.53], [-0.35, 1.12, -0.71], [3.11, -1.07, 2.66], [1.64, 0.02, 3.08], [1.15, 2.16, -1.69], [0.56, 3.05, -0.20], [1.65, 1.61, -0.03], [0.37, -0.51, 0.25], [-4.09, -1.42, -2.23], [-1.49, -1.81, -0.16], [2.03, -1.88, 0.94], [-1.00, 1.66, -1.28]]}

two | {"formula": "C3H10N5", "method": "ωB97M-V/def2-TZVPD", "homo_ev": -13.71, "orbital_gap_ev": 9.892, "total_charge": 1, "species": ["C", "C", "C", "N", "N", "N", "N", "N", "H", "H", "H", "H", "H", "H", "H", "H", "H", "H"], "coordinates": [[-1.67, 0.06, 0.02], [1.15, 0.19, -0.19], [1.03, -0.45, 1.14], [-1.37, 1.13, 0.55], [-0.79, -0.77, -0.96], [-2.86, -0.48, 0.32], [2.25, 1.00, -0.42], [0.47, -0.22, -1.25], [0.19, -0.28, 1.75], [1.99, -0.55, 1.66], [0.94, -1.54, 0.74], [-1.44, -1.07, -1.66], [-3.26, -0.02, 1.10], [-2.60, -1.42, 0.32], [3.06, 1.15, 0.28], [2.36, 1.55, -1.27], [-0.29, 1.72, 0.03], [0.82, -0.02, -2.17]]}

three | {"formula": "C3H10N5", "method": "ωB97M-V/def2-TZVPD", "homo_ev": -13.72, "orbital_gap_ev": 8.912, "total_charge": 1, "species": ["C", "C", "C", "N", "N", "N", "N", "N", "H", "H", "H", "H", "H", "H", "H", "H", "H", "H"], "coordinates": [[-1.02, -0.33, -1.69], [-1.60, 0.27, -0.47], [-0.55, 0.42, 0.73], [0.31, -0.10, -1.94], [0.74, 0.50, 0.22], [-1.71, -1.13, -2.49], [2.64, 0.13, 2.26], [1.07, 0.34, -1.03], [-1.90, 1.32, -0.78], [-2.47, -0.30, -0.05], [-0.86, 1.29, 1.30], [-0.75, -0.51, 1.38], [1.55, 0.19, 0.96], [-2.75, -1.27, -2.38], [-1.44, -1.29, -3.51], [3.58, 0.26, 1.83], [2.56, 0.96, 2.93], [2.60, -0.76, 2.73]]}

Name the least stable of them. one.